Entry w
Below is a single C7H14N2 molecule, with properties calculated with the ωB97M-V functional and the def2-TZVPD basis.

Structure (SMILES) = C=C(C)/N=N/C(C)(C)C
Orbital gap (alpha / beta) = 0.3140 / 0.3140 hartree

Geometry (Å):
C1 -2.4893 -0.7306 -0.5321
C2 -1.6487 -1.2816 0.3714
C3 -2.1289 -2.0788 1.5496
N1 -0.3728 -0.8241 0.4592
N2 0.3103 -0.5485 -0.5538
C4 1.1956 0.5927 -0.3846
C5 2.3457 0.4948 -1.3811
C6 1.7015 0.7981 1.0426
C7 0.2253 1.7186 -0.7889
H1 -2.1184 -0.2542 -1.4253
H2 -3.5404 -0.9734 -0.5273
H3 -2.7252 -2.9232 1.2111
H4 -2.7463 -1.4613 2.2020
H5 -1.2861 -2.4436 2.1323
H6 2.8984 1.4317 -1.4078
H7 3.0250 -0.3074 -1.0978
H8 1.9591 0.2791 -2.3744
H9 2.3481 -0.0289 1.3308
H10 0.8660 0.8389 1.7374
H11 2.2656 1.7257 1.1084
H12 -0.7031 1.6849 -0.1711
H13 0.7165 2.6839 -0.6832
H14 -0.0978 1.6072 -1.8174



Entry x
Below is a single C7H14N2 molecule, with properties calculated with the ωB97M-V functional and the def2-TZVPD basis.

Structure (SMILES) = [H]/N=C1\N(C)[C@]1(C)C(C)C
Orbital gap = 0.3489 hartree

Geometry (Å):
H1 -2.6288 0.9551 1.7208
N1 -1.6211 0.8245 1.8018
C1 -0.9984 0.7033 0.7372
N2 -1.0364 0.6367 -0.6872
C2 -1.3135 1.5785 -1.7313
C3 0.2221 0.4012 0.0044
C4 1.3124 1.4511 -0.0305
C5 0.7221 -1.0838 0.0336
C6 1.3104 -1.4261 1.3999
C7 -0.3939 -2.0541 -0.3306
H2 -2.3949 1.6700 -1.8390
H3 -0.8974 2.5760 -1.5426
H4 -0.8987 1.2080 -2.6715
H5 1.8557 1.3941 -0.9739
H6 2.0062 1.3004 0.7922
H7 0.8917 2.4499 0.0737
H8 1.5093 -1.1424 -0.7270
H9 2.1632 -0.7950 1.6383
H10 1.6473 -2.4610 1.4111
H11 0.5571 -1.2991 2.1742
H12 0.0002 -3.0663 -0.3977
H13 -0.8411 -1.7851 -1.2846
H14 -1.1736 -2.0361 0.4286



The data favor entry x; the next most stable structure lies 46.3 kJ/mol above it.



Entry w
Below is 2 unconnected molecules or ions with the total composition C7H14N2, with properties calculated with the ωB97M-V functional and the def2-TZVPD basis.

Structure (SMILES) = Cc1c[nH]cn1.CCC
Orbital gap = 0.3431 hartree

Geometry (Å):
C1 -2.0490 -3.2536 -1.1474
C2 -0.7951 -2.5407 -0.8475
C3 0.1568 -2.7560 0.1010
N1 1.1504 -1.8258 -0.1092
C4 0.7516 -1.0897 -1.2273
N2 -0.3963 -1.5156 -1.6464
H1 -1.9869 -4.3419 -1.1161
H2 -2.4302 -2.9029 -2.1067
H3 -2.9103 -3.0476 -0.4933
H4 0.1898 -3.3717 0.9830
H5 1.9545 -1.7052 0.4952
H6 1.4390 -0.3171 -1.5265
C5 1.6708 2.8660 0.5277
C6 0.4053 2.0610 0.4597
C7 -0.7367 2.7065 1.2456
H7 1.9538 3.1667 1.5435
H8 1.5640 3.7972 -0.0359
H9 2.6228 2.4659 0.1597
H10 0.1103 1.9337 -0.5801
H11 0.4616 1.0524 0.8813
H12 -0.7860 3.7990 1.2269
H13 -1.6708 2.2755 0.8867
H14 -0.6694 2.5437 2.3261



Entry x
Below is 2 unconnected molecules or ions with the total composition C7H14N2, with properties calculated with the ωB97M-V functional and the def2-TZVPD basis.

Structure (SMILES) = Cc1c[nH]cn1.CCC
Orbital gap = 0.3391 hartree

Geometry (Å):
C1 -0.5912 -1.7820 2.3653
C2 0.6215 -1.1667 1.8338
C3 0.7897 0.2157 1.6258
N1 2.0178 0.3070 0.9572
C4 2.5848 -0.9557 0.8714
N2 1.7970 -1.8422 1.4272
H1 -0.6791 -2.7852 2.4750
H2 -1.5862 -1.5949 1.8512
H3 -0.9169 -1.2661 3.3590
H4 0.2074 1.0426 1.9187
H5 2.4181 1.1106 0.3837
H6 3.4418 -1.2816 0.3217
C5 -1.0709 0.0136 -2.7080
C6 -0.4635 0.7837 -1.4660
C7 -1.1876 1.9679 -0.9132
H7 -0.7592 0.4182 -3.6418
H8 -2.1286 0.1621 -2.7081
H9 -0.8586 -1.0405 -2.7115
H10 -0.2433 -0.0960 -0.8221
H11 0.5375 0.9243 -1.7761
H12 -1.1659 2.8097 -1.7224
H13 -2.2182 1.7105 -0.7515
H14 -0.5466 2.3450 -0.1694



Entry y
Below is a molecular structure, C7H14N2, with properties calculated with the ωB97M-V functional and the def2-TZVPD basis.

Orbital gap (alpha / beta) = 0.2949 / 0.2646 hartree

Geometry (Å):
C1 0.1212 0.2175 1.4521
C2 -1.1066 -1.1154 -1.9881
C3 -0.3789 1.5769 -1.0008
C4 -1.2904 0.6695 1.7468
C5 0.1670 0.2587 -0.4781
C6 1.5879 0.0337 -0.6262
N1 0.4037 -1.0500 1.9194
C7 2.7190 -0.5051 -0.2719
N2 -0.3034 -0.9740 -0.8001
H1 0.8928 0.9460 1.6959
H2 1.3767 -1.3199 1.8780
H3 -0.2724 -1.7499 1.6285
H4 -0.5029 -0.9826 -2.9023
H5 -1.9304 -0.3906 -2.0587
H6 -1.5288 -2.1211 -2.0215
H7 -1.4560 1.6486 -0.8473
H8 -0.1769 1.6700 -2.0691
H9 0.1221 2.4095 -0.5034
H10 -2.0079 -0.0158 1.2953
H11 -1.4327 0.6555 2.8301
H12 -1.4825 1.6781 1.3918
H13 2.8468 -1.1977 0.5631
H14 3.6325 -0.3417 -0.8335



Entry z
Below is 2 unconnected molecules or ions with the total composition C7H14N2, with properties calculated with the ωB97M-V functional and the def2-TZVPD basis.

Structure (SMILES) = Cc1c[nH]cn1.CCC
Orbital gap = 0.3432 hartree

Geometry (Å):
C1 1.1523 1.3982 -2.4534
C2 1.0052 1.6206 -1.0786
C3 1.8478 2.2266 -0.1057
N1 1.1624 2.2221 1.1034
C4 -0.0749 1.7320 0.8601
N2 -0.1587 1.2091 -0.3433
H1 1.2066 0.4312 -2.7101
H2 2.2521 1.7915 -2.7786
H3 0.3928 1.7510 -3.2599
H4 2.8925 2.3218 0.1181
H5 1.6660 2.5550 1.8408
H6 -0.9273 1.4877 1.5336
C5 -2.3938 -1.7170 0.2337
C6 -0.9160 -1.4396 0.5466
C7 -0.0852 -2.5241 1.2471
H7 -2.6474 -2.6979 0.5936
H8 -2.4684 -1.6511 -0.9099
H9 -3.0472 -0.9080 0.6092
H10 -0.3285 -1.1477 -0.3956
H11 -0.9985 -0.4546 1.1491
H12 0.1761 -2.2787 2.2930
H13 -0.5479 -3.4042 1.1989
H14 0.8400 -2.5241 0.7078



The data favor entry w; the next most stable structure lies 118.6 kJ/mol above it.



Entry w
Below is a gas-phase ion, C4H12NS2 (charge +1), with properties calculated with the ωB97M-V functional and the def2-TZVPD basis.

Total charge = +1
Structure (SMILES) = CSSC[C@H](C)[NH3+]
Orbital gap = 0.3304 hartree

Geometry (Å):
C1 1.5370 3.5802 0.9542
S1 0.3745 2.1853 1.3675
S2 1.2560 0.3219 1.1694
C2 0.7167 -0.4017 -0.3598
C3 -0.2625 -1.5667 -0.1646
C4 -0.9197 -1.8404 -1.5010
N1 -1.4590 -1.3362 0.7826
H1 2.4864 3.4289 1.4659
H2 0.9571 4.4416 1.3016
H3 1.8969 3.5053 -0.0553
H4 1.6266 -0.6108 -0.9283
H5 0.2700 0.2948 -1.1355
H6 0.2463 -2.4332 0.2221
H7 -1.4698 -2.7911 -1.5742
H8 -0.2530 -1.8963 -2.4013
H9 -1.6351 -1.0858 -1.8398
H10 -2.0707 -2.1634 0.7336
H11 -1.2495 -0.9522 1.7008
H12 -2.0482 -0.6802 0.2622



Entry x
Below is 2 unconnected molecules or ions with the total composition C4H12NS2, with properties calculated with the ωB97M-V functional and the def2-TZVPD basis.

Total charge = +1
Orbital gap = 0.3188 hartree

Geometry (Å):
C1 2.2790 1.2729 1.6830
C2 2.5682 0.2414 -0.6431
C3 -3.8013 -0.9974 -1.7274
C4 -2.1018 -1.0554 0.3636
N1 1.6206 0.7718 0.4410
S1 -0.7463 -1.1220 1.3516
S2 -2.2653 -0.2200 -1.0737
H1 3.1337 1.7558 1.4428
H2 1.7014 1.8106 2.3405
H3 2.7048 0.4021 2.3582
H4 2.1869 0.5275 -1.6565
H5 3.5469 0.6595 -0.5009
H6 2.3446 -0.7668 -0.5846
H7 -4.2269 -1.4690 -0.9212
H8 -3.5974 -1.6699 -2.4857
H9 -4.4133 -0.1722 -1.9515
H10 -3.0240 -1.6650 0.7889
H11 0.8636 0.1715 0.8591
H12 1.2267 1.5246 -0.0842



The data favor entry w; the next most stable structure lies 118.4 kJ/mol above it.



Entry w
Below is a single C4H7N5 molecule, with properties calculated with the ωB97M-V functional and the def2-TZVPD basis.

Structure (SMILES) = [H]/N=c1/ncnc(C)n1N
Orbital gap = 0.3414 hartree

Geometry (Å):
H1 0.0159 -3.0701 -0.8713
N1 0.0573 -2.3764 -1.5804
C1 0.0126 -1.1719 -1.4112
N2 0.0099 -0.1945 -2.2894
C2 0.2778 1.0375 -2.0008
N3 0.3557 1.5481 -0.8022
C3 0.1669 0.7886 0.2565
C4 0.1708 1.5691 1.5506
N4 -0.1286 -0.5194 0.1122
N5 -0.2207 -1.3863 1.2366
H2 0.5764 1.6683 -2.7944
H3 1.1156 1.8586 1.8574
H4 -0.2929 0.9361 2.4975
H5 -0.5359 2.4677 1.3556
H6 -0.7712 -2.3051 0.9190
H7 -0.8095 -0.8504 1.9643



Entry x
Below is a single C4H7N5 molecule, with properties calculated with the ωB97M-V functional and the def2-TZVPD basis.

Structure (SMILES) = [H]/N=C1\NN/C(=N\[H])N2C[C@H]12
Orbital gap = 0.3814 hartree

Geometry (Å):
H1 -1.9187 1.5399 -2.0093
N1 -2.0745 1.1839 -1.0496
C1 -0.9552 0.8920 -0.5183
N2 0.2919 1.0013 -1.1742
N3 1.5118 0.4410 -0.6009
C2 1.1321 -0.7221 0.2270
N4 1.6563 -1.8537 0.0638
H2 2.3032 -1.8900 -0.7353
N5 0.2851 -0.3846 1.2744
C3 -1.0407 -1.0105 1.2058
C4 -0.8544 0.4221 0.9242
H3 0.2440 0.8519 -2.1614
H4 1.8106 1.1502 0.0745
H5 -1.4808 -1.3119 2.1570
H6 -1.1886 -1.6525 0.3393
H7 -1.1550 1.1082 1.7077



Entry y
Below is a single C4H7N5 molecule, with properties calculated with the ωB97M-V functional and the def2-TZVPD basis.

Orbital gap (alpha / beta) = 0.2729 / 0.2539 hartree

Geometry (Å):
C1 1.9118 -0.0952 0.6772
C2 1.6045 1.1215 0.2163
C3 1.1262 -1.3195 0.2434
C4 0.4882 1.5107 -0.4620
N1 -3.0717 -0.6820 -0.2312
N2 -2.2715 -0.4029 0.6769
N3 0.8602 -1.5381 -0.9516
N4 -0.7470 0.9244 -0.4690
N5 -1.1195 0.1546 0.5181
H1 2.7076 -0.3722 1.4457
H2 2.2541 2.0355 0.3398
H3 0.9103 -2.0087 0.9936
H4 0.3667 2.5657 -0.8668
H5 -3.9727 -0.9410 0.1271
H6 0.2804 -2.3452 -1.1198
H7 -1.3277 1.3924 -1.1378



The data favor entry x; the next most stable structure lies 15.5 kJ/mol above it.